[1]
Entry from the Open Molecules 2025 dataset: C31H31IMoN5O5Se as an isolated structure (wB97M-V/def2-TZVPD).

The spin multiplicity is 3. The calculation puts the calculated total energy at -4617.44809 a.u. As for the HOMO-LUMO gap (alpha / beta): 6.36 / 7.36 eV. The HOMO energy (alpha / beta) comes out at -4.3 / -5.3 eV. Its total charge is -1. The expectation value of S² is 2.028.

Last column: Löwdin charge in e.
Element x y z (Å)
Mo 0.33142 0.38801 -0.06958  1.322
O 0.50424 2.49291 -0.79286  -0.324
C 0.98338 3.72970 -0.23533  -0.250
C -0.07193 4.66421 0.33556  -0.197
C -1.23972 5.00549 -0.60582  -0.124
C -2.33185 3.96916 -0.54266  -0.289
C -3.48740 4.14617 0.20236  -0.022
C -4.39563 3.10142 0.29023  -0.058
C -4.13013 1.91321 -0.36701  -0.064
C -2.95945 1.82350 -1.10308  -0.140
N -2.09072 2.82802 -1.19333  0.068
H -0.38140 2.63870 -1.22384  0.025
H 1.52120 4.24245 -1.04030  0.124
H 1.70057 3.46321 0.54042  0.103
H 0.46562 5.58542 0.57990  0.117
H -0.46092 4.26131 1.26857  0.022
H -0.88809 5.08586 -1.63894  0.123
H -1.65020 5.97833 -0.33171  0.110
H -3.65686 5.07941 0.72335  0.112
H -5.29539 3.21170 0.88252  0.107
H -4.78443 1.05619 -0.29683  0.092
H -2.69360 0.90559 -1.61576  0.080
O 7.36330 0.39435 0.61286  -0.049
C 6.61056 -0.49578 1.04735  -0.697
O 6.84606 -1.54555 1.66572  -0.035
C 5.10226 -0.23328 0.78298  -0.075
C 4.69430 0.88707 0.07129  0.015
C 3.35193 1.11363 -0.14988  -0.095
N 2.41153 0.27908 0.31156  -0.055
C 2.79708 -0.83008 0.97550  -0.165
C 4.12022 -1.11196 1.23080  0.077
C 1.66789 -1.76004 1.34207  -0.551
O 1.85181 -2.80063 1.93134  0.094
O 0.48796 -1.33513 0.94717  -0.288
H 5.45448 1.56305 -0.29622  0.116
H 2.99577 1.96566 -0.71268  0.098
H 4.40195 -2.00958 1.76301  0.132
I -0.59670 1.59388 2.33062  0.191
C -1.37555 -4.52289 1.12808  -0.028
N -1.68126 -3.37319 1.95005  -0.068
C -2.31074 -2.25092 1.53206  -0.787
Se -3.00384 -1.90946 -0.13151  0.589
N -2.31882 -1.39353 2.57744  0.084
C -1.62134 -1.92512 3.64859  -0.202
C -1.29412 -1.41732 4.89388  -0.026
C -0.55477 -2.23853 5.73106  -0.092
C -0.15213 -3.51482 5.32992  -0.089
C -0.47268 -4.01420 4.07751  -0.010
C -1.22136 -3.19625 3.24866  -0.168
H -2.06628 -4.53764 0.28881  0.052
H -1.49583 -5.42670 1.72467  0.090
H -0.34849 -4.45396 0.77057  0.096
H -2.56275 -0.42418 2.45337  0.038
H -1.57961 -0.41657 5.18737  0.099
H -0.26507 -1.87478 6.70804  0.098
H 0.44708 -4.11625 6.00043  0.099
H -0.11507 -4.97841 3.74567  0.111
C -0.04933 1.81330 -3.87636  -0.047
C -0.11720 0.33360 -4.11095  -0.221
C -0.28171 -0.16790 -5.39673  -0.071
C -0.30407 -1.53017 -5.64608  -0.102
C -0.13674 -2.41574 -4.59061  -0.062
C 0.03167 -1.96100 -3.29254  -0.217
C 0.25328 -2.90642 -2.15027  -0.058
C 0.01163 -0.57199 -3.04619  -0.274
N 0.13100 -0.17202 -1.73214  -0.161
H -0.07761 2.35088 -4.82461  0.074
H 0.87022 2.08368 -3.35244  0.077
H -0.88310 2.16419 -3.26598  0.054
H -0.38446 0.53398 -6.21708  0.101
H -0.43532 -1.89945 -6.65515  0.092
H -0.12841 -3.48428 -4.77363  0.104
H 0.20543 -3.94136 -2.49084  0.077
H 1.23218 -2.73977 -1.69167  0.085
H -0.49393 -2.74948 -1.37078  0.011

***

[2]
Entry from the Open Molecules 2025 dataset: C31H31IN11S2Zr as an isolated structure (wB97M-V/def2-TZVPD).

The calculation puts the calculated total energy at -2942.67989 a.u. As for the HOMO-LUMO gap: 6.18 eV. The HOMO energy comes out at -15.7 eV. Its total charge is +3.

Last column: Löwdin charge in e.
Element x y z (Å)
Zr -0.63978 0.23524 -1.27070  1.206
C -0.98119 -3.82313 0.97386  -0.058
C -1.08458 -2.87048 -0.03320  -0.107
N -1.09507 -1.56803 0.24997  -0.055
C -1.06580 -1.22171 1.54883  -0.198
C -0.90994 -2.18959 2.53426  -0.027
N -0.84847 -3.48259 2.24668  0.140
C -1.24937 0.21080 1.85092  -0.185
C -1.66208 0.64592 3.09437  0.088
C -1.96881 1.99197 3.29851  -0.085
C -1.88246 2.83950 2.18887  0.091
C -1.47769 2.34090 0.97054  -0.185
N -1.12681 1.04661 0.80189  -0.021
C -1.51751 3.14067 -0.26889  -0.193
C -1.88073 4.48564 -0.33157  -0.011
N -2.03993 5.11764 -1.48247  0.152
C -1.84879 4.42787 -2.60084  -0.043
C -1.44498 3.10358 -2.56928  -0.118
N -1.26809 2.47126 -1.40495  -0.115
C -2.41452 2.48567 4.60985  -0.180
C -3.36326 3.49936 4.71214  0.003
C -3.75096 3.91563 5.97808  -0.095
N -3.24670 3.40785 7.09667  0.103
C -2.33611 2.44701 6.99754  -0.097
C -1.89372 1.94364 5.78186  -0.001
H -0.98586 -4.87840 0.73018  0.133
H -1.14186 -3.15684 -1.07277  0.066
H -0.81534 -1.91704 3.57757  0.132
H -1.81013 -0.06012 3.89817  0.130
H -2.14463 3.88085 2.29933  0.126
H -2.04983 5.06624 0.56576  0.134
H -2.00503 4.93821 -3.54280  0.137
H -1.26017 2.54885 -3.48045  0.126
H -3.83495 3.93677 3.84161  0.118
H -4.50101 4.68870 6.09394  0.124
H -1.93823 2.05975 7.92782  0.123
H -1.13254 1.17412 5.76771  0.116
C 0.31176 -2.23796 -6.09081  0.007
N -1.06517 -2.07861 -5.62602  -0.105
C -2.18705 -2.26727 -6.41026  0.005
C -3.26650 -2.07839 -5.62094  -0.008
N -2.78302 -1.78157 -4.36731  0.070
C -1.44789 -1.77992 -4.37623  -0.660
S -0.31944 -1.61969 -3.05971  0.622
H 0.28816 -2.40409 -7.16321  0.108
H 0.77396 -3.09267 -5.60199  0.104
H 0.87775 -1.33381 -5.88055  0.088
H -2.11021 -2.51569 -7.45413  0.146
H -4.31920 -2.12535 -5.83570  0.143
H -3.33072 -1.56713 -3.54282  0.004
I -3.43584 0.10174 -1.54603  0.439
N 1.28330 -0.49110 -0.35592  0.070
C 2.22772 -1.07351 0.01377  -0.177
N 3.26918 -1.68872 0.42414  -0.044
C 4.49927 -0.91888 0.81673  -0.092
C 5.31241 -1.76796 1.78640  -0.163
C 4.38315 -2.46589 2.77397  -0.170
C 3.51847 -3.52209 2.06515  -0.149
C 3.29679 -3.16651 0.59553  -0.097
H 4.16133 -0.00123 1.29816  0.131
H 5.05380 -0.67015 -0.08801  0.131
H 6.01464 -1.11031 2.29767  0.131
H 5.91636 -2.49642 1.24178  0.127
H 3.74470 -1.71575 3.25012  0.116
H 4.95506 -2.93005 3.57466  0.125
H 2.56206 -3.63520 2.57756  0.107
H 4.00636 -4.49696 2.09576  0.128
H 2.36468 -3.56793 0.19963  0.122
H 4.10562 -3.53042 -0.03736  0.137
S 3.07327 2.97505 -2.85789  1.156
C 3.15119 1.43051 -3.57661  -0.332
C 2.06025 0.70370 -3.24293  -0.264
N 1.15219 1.35825 -2.42999  -0.176
C 1.60067 2.57202 -2.14994  -0.472
H 3.97413 1.14142 -4.21014  0.094
H 1.84954 -0.30238 -3.56274  0.046
H 1.09417 3.26864 -1.50281  0.080

***

[3]
Entry from the Open Molecules 2025 dataset: C31H31IrN7O3 as an isolated structure (wB97M-V/def2-TZVPD).

The spin multiplicity is 5. The calculation puts the calculated total energy at -1912.93970 a.u. As for the HOMO-LUMO gap (alpha / beta): 7.60 / 6.52 eV. The HOMO energy (alpha / beta) comes out at -10.4 / -10.9 eV. Its total charge is +1. The expectation value of S² is 6.068.

Last column: Löwdin charge in e.
Element x y z (Å)
Ir -1.23534 0.60669 0.47297  1.590
O -0.73096 2.08569 -0.58622  -0.252
C -0.61498 2.08561 -1.87299  -0.360
C -0.15688 3.25094 -2.52411  0.020
C -0.05953 3.33027 -3.93604  -0.059
C -0.29692 2.24250 -4.74515  -0.066
C -0.77612 1.11543 -4.07850  -0.035
C -0.95692 0.98544 -2.69876  -0.181
C -1.60965 -0.21183 -2.33007  -0.094
N -1.79174 -0.48790 -1.11314  -0.144
N -2.60631 -1.64691 -0.86443  0.130
C -2.86394 -1.65702 0.41693  -0.430
O -2.44415 -0.74245 1.28578  -0.235
C -3.78707 -2.72153 0.89991  -0.163
C -4.13031 -2.76012 2.24209  -0.037
C -4.96853 -3.72300 2.74991  -0.051
C -5.32116 -4.78359 1.90563  -0.078
C -4.91159 -4.84189 0.60146  -0.074
C -4.17497 -3.77941 0.08065  -0.025
H 0.15778 4.15555 -1.99266  0.119
H 0.24554 4.28562 -4.37637  0.116
H -0.29020 2.24495 -5.82500  0.111
H -1.12485 0.28614 -4.72246  0.125
H -1.99383 -0.86705 -3.13944  0.157
H -3.77910 -1.93535 2.85140  0.115
H -5.24896 -3.69186 3.78623  0.106
H -5.87797 -5.62562 2.27824  0.106
H -5.20185 -5.70676 -0.01276  0.119
H -3.87246 -3.81873 -0.95514  0.106
C -0.19286 -3.36896 1.38838  0.019
N 0.45795 -2.96675 0.11540  -0.036
C 0.66781 -4.02202 -0.88133  -0.142
C 1.69114 -3.62188 -1.87582  -0.140
C 1.30616 -2.20972 -2.29645  -0.142
N 1.37384 -1.32448 -1.15413  -0.073
C 1.99502 -0.05151 -1.34742  -0.018
C 0.79809 -1.70608 0.00374  -0.502
O 0.61393 -0.82902 0.91172  -0.082
H -0.84426 -2.55222 1.67122  0.059
H 0.56040 -3.51576 2.16126  0.105
H -0.81768 -4.24958 1.23731  0.102
H -0.30195 -4.08592 -1.37658  0.130
H 0.79795 -4.96149 -0.37795  0.127
H 1.67203 -4.28931 -2.75456  0.135
H 2.70752 -3.63965 -1.47244  0.131
H 0.31177 -2.30704 -2.72107  0.117
H 1.92487 -1.87294 -3.10061  0.124
H 3.01479 -0.18924 -1.74035  0.110
H 2.07579 0.46922 -0.41706  0.078
H 1.40606 0.57033 -2.05251  0.088
C 0.14631 1.31458 4.47810  -0.010
C -0.54378 0.89943 3.33758  -0.103
N -0.58968 1.56539 2.15976  -0.116
C 0.15313 2.69620 2.05415  -0.037
C 0.90606 3.22983 3.09719  -0.214
C 0.79716 2.52542 4.33182  0.014
C 1.81454 4.26314 2.85730  -0.010
C 2.20678 4.79981 1.55131  0.006
C 3.25835 4.21093 0.77484  -0.294
C 3.67852 4.92198 -0.37314  0.010
C 4.74896 4.35898 -1.06743  -0.122
N 5.32656 3.24817 -0.65249  0.074
C 4.86210 2.62882 0.43821  -0.195
N 3.82805 3.03710 1.16496  0.132
H 0.11028 0.74242 5.37740  0.113
H -1.03904 -0.05743 3.35404  0.105
H 0.14731 3.09898 1.02550  0.117
H 1.42693 2.89884 5.15476  0.130
H 2.46127 4.50340 3.72418  0.133
H 1.77440 5.74275 1.19911  0.120
H 3.18227 5.82275 -0.58155  0.093
H 5.11937 4.84282 -1.95159  0.107
H 5.42874 1.75592 0.82729  0.122

***

Q: Look up the total charge of the second one.
A: +3

***

Q: total charge of number 3 (C31H31IrN7O3)?
A: +1

***

Q: Which formula does entry 2 have?
A: C31H31IN11S2Zr